[1]
The following is a DFT calculation (ωB97M-V/def2-TZVPD) of a structure of composition C36H49IN3O4SW.

Structure (XYZ):
```
95
Properties=species:S:1:pos:R:3:lowdin_charge:R:1
W 0.12 -0.31 0.41 1.537
C 1.65 0.05 -1.30 -0.111
C 1.25 -1.32 -1.34 -0.193
C 1.77 -1.92 -0.11 -0.183
C 2.43 -0.88 0.60 -0.079
C 2.41 0.33 -0.14 -0.285
C 3.34 1.51 0.06 -0.553
C 4.63 1.10 -0.67 -0.025
C 2.81 2.79 -0.59 -0.054
C 3.67 1.74 1.53 -0.049
C 1.96 -3.36 0.39 -0.508
C 3.32 -3.81 -0.16 -0.019
C 2.05 -3.40 1.92 -0.033
C 0.90 -4.39 -0.03 -0.032
C 0.63 -1.91 -2.62 -0.512
C 1.65 -2.87 -3.25 -0.029
C 0.38 -0.80 -3.64 -0.053
C -0.72 -2.61 -2.42 -0.036
H 1.43 0.78 -2.06 0.117
H 2.91 -0.99 1.56 0.127
H 4.45 0.95 -1.74 0.093
H 5.05 0.18 -0.26 0.091
H 5.38 1.89 -0.56 0.095
H 2.60 2.65 -1.65 0.082
H 3.58 3.57 -0.51 0.098
H 1.90 3.16 -0.12 0.026
H 4.16 0.87 1.97 0.085
H 2.79 1.98 2.12 0.039
H 4.37 2.58 1.62 0.095
H 4.12 -3.14 0.17 0.093
H 3.34 -3.84 -1.25 0.073
H 3.55 -4.82 0.20 0.097
H 2.94 -2.90 2.30 0.085
H 2.11 -4.44 2.25 0.097
H 1.18 -2.95 2.41 0.073
H 0.84 -4.52 -1.10 0.065
H -0.09 -4.13 0.35 0.075
H 1.18 -5.35 0.40 0.096
H 2.63 -2.40 -3.35 0.100
H 1.31 -3.15 -4.25 0.095
H 1.77 -3.79 -2.69 0.060
H 1.31 -0.33 -3.97 0.095
H -0.28 -0.02 -3.25 0.074
H -0.09 -1.23 -4.52 0.097
H -0.75 -3.29 -1.58 0.052
H -0.97 -3.17 -3.32 0.099
H -1.51 -1.87 -2.27 0.067
S 0.21 1.87 1.47 0.728
C -1.40 2.10 2.19 -0.665
C -1.54 3.25 2.98 -0.104
C -2.77 3.50 3.56 -0.059
C -3.82 2.61 3.34 -0.063
C -3.57 1.50 2.54 -0.135
N -2.39 1.25 1.97 0.039
H -0.70 3.91 3.14 0.102
H -2.92 4.37 4.18 0.113
H -4.80 2.76 3.77 0.105
H -4.36 0.78 2.34 0.106
I -3.86 3.26 -2.90 0.947
C -3.04 1.71 -1.83 -0.741
C -3.67 0.55 -1.43 -0.110
N -2.76 -0.18 -0.78 0.024
N -1.58 0.45 -0.72 -0.134
C -1.73 1.61 -1.36 -0.176
H -4.68 0.19 -1.57 0.130
H -2.85 -1.08 -0.32 0.130
H -0.92 2.32 -1.47 0.093
O -3.50 -3.24 0.76 0.070
C -3.14 -3.51 2.05 -0.238
C -3.87 -4.39 2.84 -0.005
C -3.50 -4.61 4.15 -0.049
C -2.42 -3.94 4.71 -0.059
C -1.69 -3.06 3.94 0.005
C -2.03 -2.85 2.60 -0.068
C -1.20 -1.93 1.82 -0.536
O -1.18 -1.94 0.53 -0.148
O -0.44 -1.08 2.36 -0.093
H -4.27 -3.78 0.54 0.121
H -4.73 -4.89 2.42 0.123
H -4.08 -5.30 4.75 0.117
H -2.14 -4.11 5.75 0.112
H -0.85 -2.53 4.35 0.128
C -0.88 6.27 -1.66 -0.160
C 0.00 6.28 -2.92 -0.155
C 0.15 4.79 -3.20 -0.191
O 0.06 4.13 -1.93 -0.216
C -0.33 5.06 -0.92 -0.205
H -1.92 6.11 -1.93 0.096
H -0.80 7.19 -1.08 0.117
H 0.97 6.73 -2.70 0.116
H -0.45 6.82 -3.75 0.116
H 1.11 4.54 -3.66 0.118
H -0.65 4.42 -3.85 0.100
H 0.54 5.33 -0.32 0.120
H -1.06 4.58 -0.27 0.110
```

Computed properties:
* HOMO energy (spin up / spin down): -10.0 / -10.7 eV
* total energy: -2629.26669 Eh
* maximum force: 0.7 eV/A
* spin multiplicity: 3
* ΔE to the lowest compared entry with this formula, charge and spin: 0.499 eV
* E_LUMO (spin up / spin down): -2.33 / -3.25 eV
* net charge: +1
* <S²>: 2.0167
* frontier orbital gap (spin up / spin down): 7.68 / 7.45 eV

=====

[2]
The following is a DFT calculation (ωB97M-V/def2-TZVPD) of a structure of composition C36H49IN5O6PPrS.

Structure (XYZ):
```
100
Properties=species:S:1:pos:R:3:lowdin_charge:R:1
Pr -8.57 -1.41 -20.98 0.843
C -11.57 -4.07 -23.74 -0.023
C -11.73 -2.60 -23.95 -0.258
N -12.42 -2.18 -24.95 0.118
C -12.75 -0.88 -25.06 -0.085
C -12.48 0.09 -24.06 -0.140
C -12.94 1.50 -24.30 -0.232
O -13.78 2.04 -23.31 -0.051
C -11.64 -0.33 -23.01 -0.065
C -11.32 0.67 -21.98 0.007
N -10.37 0.58 -21.05 -0.035
C -10.43 1.61 -20.07 -0.355
C -11.58 1.97 -19.43 -0.024
C -11.64 3.14 -18.65 -0.054
C -10.55 3.94 -18.52 -0.090
C -9.34 3.56 -19.05 -0.127
C -9.27 2.41 -19.82 -0.603
I -7.54 1.74 -20.70 1.236
C -11.23 -1.70 -22.94 -0.262
O -10.48 -2.19 -22.00 -0.257
H -11.98 -4.70 -24.55 0.087
H -12.07 -4.47 -22.86 0.088
H -10.50 -4.37 -23.63 0.047
H -13.34 -0.65 -25.97 0.121
H -13.38 1.57 -25.30 0.122
H -12.06 2.20 -24.30 0.142
H -14.67 1.70 -23.35 0.094
H -11.99 1.59 -21.97 0.148
H -12.40 1.40 -19.67 0.096
H -12.59 3.43 -18.23 0.113
H -10.66 4.84 -17.93 0.118
H -8.46 4.19 -18.92 0.111
C -9.93 -4.17 -18.98 -0.154
C -8.69 -4.71 -19.71 -0.179
N -7.63 -3.70 -19.81 -0.092
C -6.99 -3.55 -18.52 -0.175
C -6.65 -2.08 -18.22 -0.165
N -7.84 -1.19 -18.44 -0.137
C -9.03 -1.42 -17.52 -0.136
C -10.37 -1.91 -18.17 -0.188
N -10.26 -2.78 -19.35 -0.102
H -9.73 -4.20 -17.87 0.129
H -10.67 -4.85 -19.15 0.095
H -9.03 -5.02 -20.64 0.091
H -8.44 -5.63 -19.15 0.139
H -6.83 -4.01 -20.45 0.111
H -6.09 -4.09 -18.48 0.108
H -7.68 -3.88 -17.68 0.132
H -6.26 -2.00 -17.19 0.136
H -5.93 -1.78 -18.98 0.072
H -7.55 -0.18 -18.25 0.119
H -9.22 -0.49 -17.00 0.115
H -8.70 -2.14 -16.75 0.118
H -10.98 -1.07 -18.43 0.101
H -10.94 -2.33 -17.36 0.118
H -11.15 -2.66 -19.87 0.134
C -9.70 -5.41 -26.44 -0.071
C -8.69 -5.33 -25.32 -0.314
O -8.33 -3.95 -25.10 -0.309
P -7.78 -3.58 -23.62 0.852
O -8.09 -1.99 -23.62 -0.419
C -7.72 -0.83 -24.38 -0.263
C -7.84 -1.07 -25.84 -0.060
O -6.20 -3.79 -23.73 -0.304
C -5.17 -3.33 -24.66 -0.248
C -4.73 -4.30 -25.66 -0.080
H -10.02 -6.44 -26.63 0.085
H -9.28 -4.93 -27.39 0.106
H -10.64 -4.82 -26.24 0.071
H -7.82 -5.97 -25.45 0.112
H -9.12 -5.70 -24.41 0.077
H -6.72 -0.53 -24.13 0.100
H -8.38 -0.02 -24.09 0.120
H -7.53 -2.06 -26.08 0.046
H -7.28 -0.29 -26.35 0.096
H -8.90 -1.05 -26.17 0.101
H -4.32 -3.05 -24.06 0.126
H -5.53 -2.46 -25.13 0.086
H -4.17 -5.16 -25.29 0.078
H -3.97 -3.82 -26.29 0.099
H -5.50 -4.84 -26.24 0.087
C -1.47 -8.15 -17.97 -0.064
C -2.04 -6.83 -18.47 -0.701
O -3.07 -6.40 -18.03 0.026
S -1.08 -5.99 -19.83 0.978
C -2.24 -4.62 -20.12 -0.535
C -2.03 -3.31 -19.77 -0.068
C -3.04 -2.34 -20.01 -0.013
C -4.23 -2.67 -20.64 -0.244
C -4.34 -4.04 -21.07 -0.031
C -3.40 -5.00 -20.75 -0.113
C -5.27 -1.76 -21.06 -0.163
C -6.17 -1.17 -21.64 -0.185
H -1.51 -8.04 -16.87 0.092
H -0.47 -8.35 -18.38 0.073
H -2.17 -9.00 -18.15 0.098
H -1.01 -3.10 -19.41 0.117
H -2.82 -1.33 -19.59 0.130
H -5.31 -4.36 -21.51 0.105
H -3.60 -6.02 -20.94 0.105
```

Computed properties:
* HOMO energy (spin up / spin down): -10.3 / -10.3 eV
* total energy: -3680.49541 Eh
* maximum force: 3.6 eV/A
* spin multiplicity: 3
* E_LUMO (spin up / spin down): -2.80 / -2.80 eV
* net charge: +1
* <S²>: 2.0020
* frontier orbital gap (spin up / spin down): 7.46 / 7.46 eV

=====

[3]
The following is a DFT calculation (ωB97M-V/def2-TZVPD) of a cluster of 4 separate species, C36H49N3O3 in total.

Structure (XYZ):
```
91
Properties=species:S:1:pos:R:3:lowdin_charge:R:1
C -2.59 4.71 6.23 -0.134
C -4.01 4.49 5.71 -0.272
C -4.15 3.10 5.10 -0.223
C -5.63 2.73 4.91 -0.217
C -5.85 1.57 3.93 -0.207
C -5.90 2.01 2.44 -0.209
C -4.62 1.68 1.68 -0.214
C -4.72 1.98 0.17 -0.187
C -4.04 0.92 -0.73 -0.214
C -3.05 1.51 -1.73 -0.214
C -2.79 0.62 -2.94 -0.201
C -2.16 -0.73 -2.58 -0.200
C -0.65 -0.59 -2.40 -0.116
C 0.16 -1.86 -2.30 -0.051
C -0.27 -3.01 -1.60 -0.232
O -1.47 -3.02 -0.92 0.004
C 0.52 -4.15 -1.51 0.014
C 1.78 -4.21 -2.09 0.007
C 2.25 -3.08 -2.75 -0.092
C 1.45 -1.93 -2.87 -0.018
C 2.08 -0.82 -3.65 -0.283
O 1.50 -0.15 -4.46 0.128
C 3.53 -0.63 -3.40 -0.080
C 4.07 0.65 -3.34 -0.004
C 5.44 0.79 -3.11 -0.043
C 6.23 -0.35 -2.95 -0.019
C 5.71 -1.64 -3.00 -0.155
C 6.62 -2.80 -2.74 -0.145
C 6.79 -2.98 -1.21 -0.229
C 5.51 -3.42 -0.52 -0.099
C 4.33 -1.78 -3.24 -0.034
C 3.63 -3.09 -3.31 -0.301
O 4.12 -4.10 -3.76 0.117
H -1.89 4.66 5.40 0.070
H -2.30 3.92 6.92 0.044
H -2.47 5.66 6.76 0.064
H -4.18 5.21 4.91 0.106
H -4.74 4.62 6.50 0.105
H -3.62 3.06 4.15 0.099
H -3.70 2.38 5.78 0.114
H -6.01 2.44 5.89 0.108
H -6.15 3.61 4.54 0.104
H -5.08 0.81 4.07 0.107
H -6.81 1.11 4.18 0.098
H -6.05 3.09 2.43 0.109
H -6.75 1.52 1.97 0.102
H -4.40 0.62 1.83 0.101
H -3.81 2.25 2.12 0.100
H -4.30 2.96 0.00 0.107
H -5.78 2.00 -0.06 0.101
H -3.51 0.24 -0.07 0.099
H -4.80 0.34 -1.25 0.100
H -2.12 1.77 -1.24 0.115
H -3.46 2.45 -2.09 0.108
H -2.09 1.14 -3.59 0.108
H -3.71 0.46 -3.50 0.109
H -2.43 -1.50 -3.29 0.115
H -2.59 -1.04 -1.63 0.073
H -0.43 0.00 -1.51 0.135
H -0.28 -0.01 -3.23 0.092
H -2.03 -3.68 -1.37 0.060
H 0.16 -5.00 -0.95 0.119
H 2.40 -5.09 -2.03 0.119
H 3.43 1.50 -3.48 0.118
H 5.86 1.78 -3.07 0.106
H 7.29 -0.21 -2.78 0.114
H 7.62 -2.62 -3.14 0.100
H 6.24 -3.73 -3.14 0.100
H 7.09 -2.02 -0.78 0.106
H 7.56 -3.72 -1.02 0.105
H 5.12 -4.34 -0.94 0.073
H 5.71 -3.61 0.54 0.071
H 4.74 -2.65 -0.55 0.075
C 1.19 4.60 8.64 -0.067
C 0.63 3.65 7.69 -0.282
N 0.19 2.91 6.94 0.140
H 0.54 5.47 8.71 0.080
H 1.27 4.14 9.62 0.082
H 2.18 4.92 8.31 0.082
C 9.28 -2.57 -6.10 -0.069
C 9.56 -1.27 -5.50 -0.292
N 9.79 -0.25 -5.03 0.128
H 10.17 -2.95 -6.60 0.082
H 8.99 -3.27 -5.32 0.073
H 8.48 -2.48 -6.82 0.085
C -5.99 -2.39 -0.55 -0.052
C -4.94 -3.04 -1.32 -0.238
N -4.11 -3.56 -1.91 0.165
H -5.57 -1.58 0.04 0.068
H -6.74 -1.99 -1.23 0.089
H -6.46 -3.11 0.11 0.086
```

Computed properties:
* HOMO energy: -8.9 eV
* total energy: -1791.14189 Eh
* maximum force: 1.0 eV/A
* E_LUMO: -0.26 eV
* frontier orbital gap: 8.60 eV

=====

[4]
The following is a DFT calculation (ωB97M-V/def2-TZVPD) of a structure of composition C36H49N5P2SiSn.

Structure (XYZ):
```
94
Properties=species:S:1:pos:R:3:lowdin_charge:R:1
Sn 1.43 1.81 0.52 1.265
C -0.27 -3.33 -0.06 -0.115
C 1.06 -3.15 -0.14 -0.094
C 1.93 -2.82 -1.33 -0.219
C 1.79 -1.46 -2.05 -0.187
C 0.59 -1.22 -2.92 -0.132
C -0.53 -1.93 -3.03 -0.107
C -0.75 -3.36 -2.60 -0.184
C -1.24 -3.60 -1.16 -0.186
C -0.15 2.87 -0.58 -0.348
H -0.70 -3.42 0.95 0.108
H 1.63 -3.22 0.81 0.104
H 1.95 -3.64 -2.07 0.099
H 2.93 -2.76 -0.86 0.091
H 1.89 -0.65 -1.29 0.062
H 2.70 -1.33 -2.67 0.100
H 0.67 -0.29 -3.49 0.100
H -1.40 -1.48 -3.54 0.114
H 0.15 -3.97 -2.77 0.107
H -1.55 -3.75 -3.26 0.120
H -2.18 -3.04 -0.99 0.103
H -1.48 -4.68 -1.09 0.128
H -1.06 2.90 0.03 -0.009
H -0.33 2.23 -1.46 -0.011
H 0.17 3.87 -0.89 -0.007
P 5.68 -1.13 -5.26 1.117
P 6.77 -2.76 -2.55 1.069
N 4.67 -1.52 -6.64 -0.298
N 6.85 -0.17 -6.28 -0.193
N 5.99 -4.34 -2.72 -0.269
N 8.13 -3.39 -1.57 -0.274
C 6.68 -2.71 -5.38 -0.395
C 7.64 -2.86 -4.20 -0.405
C 3.30 -1.23 -6.69 -0.132
C 2.79 -1.67 -7.91 -0.066
C 3.88 -2.25 -8.64 -0.052
C 5.01 -2.16 -7.84 -0.142
C 7.11 1.18 -6.02 0.003
C 8.10 1.62 -6.91 0.031
C 8.46 0.51 -7.73 0.030
C 7.68 -0.57 -7.33 -0.009
C 4.62 -4.45 -2.42 -0.160
C 4.18 -5.71 -2.78 -0.075
C 5.30 -6.41 -3.35 -0.062
C 6.38 -5.53 -3.33 -0.161
C 8.79 -4.63 -1.53 -0.130
C 9.88 -4.53 -0.67 -0.069
C 9.93 -3.18 -0.18 -0.087
C 8.87 -2.50 -0.77 -0.168
H 7.28 -2.77 -6.31 0.059
H 5.95 -3.54 -5.42 0.096
H 8.20 -3.81 -4.30 0.081
H 8.38 -2.04 -4.18 0.078
H 2.82 -0.77 -5.83 0.092
H 1.77 -1.60 -8.24 0.104
H 3.85 -2.67 -9.63 0.108
H 6.01 -2.53 -8.02 0.084
H 6.59 1.69 -5.23 0.132
H 8.51 2.61 -6.96 0.126
H 9.20 0.48 -8.52 0.131
H 7.68 -1.58 -7.71 0.113
H 4.11 -3.60 -2.01 0.043
H 3.18 -6.10 -2.65 0.096
H 5.32 -7.42 -3.72 0.103
H 7.38 -5.66 -3.72 0.096
H 8.45 -5.47 -2.10 0.078
H 10.55 -5.34 -0.41 0.098
H 10.65 -2.77 0.51 0.095
H 8.56 -1.46 -0.71 0.086
C 1.62 -0.16 3.25 -0.212
Si -0.05 0.68 3.25 0.295
C -1.18 -0.51 4.12 -0.155
C -0.11 2.20 4.31 -0.158
N -0.55 0.93 1.60 -0.121
C -1.83 0.63 1.19 -0.342
C -2.07 0.02 -0.06 -0.009
C -3.37 -0.17 -0.54 -0.040
C -4.47 0.23 0.25 -0.017
C -4.26 0.75 1.54 -0.032
C -2.96 0.93 2.01 -0.013
H 1.82 -0.38 4.32 0.059
H 2.44 0.45 2.85 -0.027
H 1.60 -1.12 2.71 0.037
H -0.84 -0.54 5.16 0.055
H -2.24 -0.22 4.13 0.027
H -1.13 -1.52 3.70 0.047
H 0.52 3.03 3.97 0.035
H -1.14 2.58 4.42 0.044
H 0.23 1.88 5.31 0.054
H -1.21 -0.32 -0.64 0.100
H -3.53 -0.61 -1.52 0.114
H -5.49 0.12 -0.14 0.126
H -5.11 1.01 2.17 0.127
H -2.81 1.30 3.02 0.099
```

Computed properties:
* HOMO energy (spin up / spin down): -11.8 / -11.8 eV
* total energy: -2860.77947 Eh
* maximum force: 3.9 eV/A
* E_LUMO (spin up / spin down): -7.20 / -8.80 eV
* net charge: +2
* frontier orbital gap (spin up / spin down): 4.63 / 3.03 eV

=====

[5]
The following is a DFT calculation (ωB97M-V/def2-TZVPD) of a structure of composition C36H49N5P2SiV.

Structure (XYZ):
```
94
Properties=species:S:1:pos:R:3:lowdin_charge:R:1
V -0.66 -0.42 -0.08 0.393
C -1.91 0.34 -2.88 -0.160
C -1.24 1.50 -2.94 -0.155
C -1.77 2.83 -2.51 -0.164
C -3.01 2.77 -1.58 -0.156
C -2.91 1.78 -0.46 -0.089
C -3.20 0.44 -0.48 -0.164
C -3.94 -0.24 -1.61 -0.180
C -3.40 0.16 -2.99 -0.169
C -0.85 -0.88 3.01 -0.245
H -1.37 -0.60 -2.98 0.038
H -0.29 1.54 -3.49 0.109
H -2.04 3.41 -3.41 0.124
H -0.99 3.44 -2.04 0.113
H -3.11 3.78 -1.13 0.121
H -3.92 2.72 -2.19 0.112
H -2.65 2.25 0.50 0.087
H -3.38 -0.05 0.49 0.064
H -5.04 -0.05 -1.58 0.121
H -3.87 -1.34 -1.44 0.109
H -3.60 -0.67 -3.70 0.120
H -3.91 1.05 -3.40 0.114
H -0.87 -1.69 2.26 0.017
H -1.68 -1.08 3.69 0.051
H 0.14 -0.91 3.50 0.066
P -1.09 0.74 2.28 1.023
P 1.03 -0.67 -1.98 1.194
N -2.73 1.07 2.84 -0.229
N -0.32 1.90 3.26 -0.235
N 0.54 -1.62 -3.57 -0.195
N 2.68 -0.57 -2.53 -0.257
C -0.02 1.42 -0.41 -0.422
C 1.11 1.22 -1.36 -0.329
C -3.73 0.10 2.64 -0.181
C -4.98 0.73 2.69 -0.086
C -4.73 2.12 2.90 -0.095
C -3.37 2.33 2.92 -0.125
C -0.19 1.85 4.66 -0.097
C 0.49 3.01 5.07 -0.068
C 0.77 3.79 3.89 -0.079
C 0.26 3.10 2.79 -0.135
C -0.60 -2.47 -3.48 -0.202
C -0.95 -2.87 -4.77 -0.096
C 0.04 -2.39 -5.66 -0.090
C 0.96 -1.66 -4.90 -0.136
C 3.13 0.13 -3.66 -0.164
C 4.51 0.23 -3.61 -0.082
C 4.92 -0.29 -2.34 -0.077
C 3.80 -0.74 -1.69 -0.137
H -0.23 2.37 0.04 0.037
H -0.99 0.94 -0.85 -0.030
H 1.03 1.87 -2.24 0.049
H 2.08 1.40 -0.87 0.076
H -3.49 -0.92 2.52 0.096
H -5.92 0.24 2.59 0.091
H -5.50 2.90 3.01 0.099
H -2.79 3.24 3.06 0.107
H -0.56 1.03 5.22 0.097
H 0.72 3.29 6.07 0.085
H 1.27 4.74 3.86 0.089
H 0.23 3.35 1.75 0.087
H -1.13 -2.63 -2.55 0.071
H -1.83 -3.46 -5.00 0.094
H 0.09 -2.57 -6.72 0.088
H 1.87 -1.19 -5.20 0.072
H 2.39 0.50 -4.38 0.104
H 5.12 0.59 -4.41 0.086
H 5.92 -0.34 -1.96 0.089
H 3.64 -1.13 -0.69 0.083
C -0.28 -3.15 -0.19 -0.205
Si 1.34 -2.90 0.74 0.340
C 1.15 -3.78 2.38 -0.171
C 2.77 -3.62 -0.19 -0.166
N 1.44 -1.16 0.93 -0.137
C 2.43 -0.54 1.65 -0.390
C 2.53 0.88 1.67 -0.074
C 3.46 1.57 2.43 -0.099
C 4.26 0.86 3.32 -0.124
C 4.24 -0.55 3.32 -0.103
C 3.39 -1.25 2.45 -0.057
H -0.78 -3.93 0.40 0.044
H -0.06 -3.58 -1.18 0.029
H -1.06 -2.36 -0.34 -0.010
H 0.69 -4.77 2.19 0.033
H 2.11 -3.95 2.87 0.028
H 0.50 -3.24 3.08 0.018
H 2.93 -3.15 -1.16 0.015
H 3.71 -3.53 0.38 0.039
H 2.57 -4.69 -0.36 0.040
H 1.83 1.46 1.08 0.050
H 3.54 2.65 2.36 0.099
H 4.93 1.39 4.00 0.088
H 4.91 -1.11 3.98 0.096
H 3.46 -2.34 2.42 0.069
```

Computed properties:
* HOMO energy (spin up / spin down): -6.3 / -6.6 eV
* total energy: -3590.86619 Eh
* maximum force: 5.1 eV/A
* spin multiplicity: 4
* ΔE to the lowest compared entry with this formula, charge and spin: 5.030 eV
* E_LUMO (spin up / spin down): -0.35 / -0.41 eV
* <S²>: 3.7802
* frontier orbital gap (spin up / spin down): 5.98 / 6.16 eV